#one
Below is a cluster of 2 separate species, C5H10 in total, with properties calculated with ωB97M-V/def2-TZVPD.

The calculation puts the HOMO-LUMO gap at 6.4818 eV. As for the HOMO energy: -7.31 eV.

The geometry in ORCA input format:
```
! wB97M-V def2-TZVPD RIJCOSX def2/J DEFGRID3
* xyz 0 1
C -1.17 -1.95 0.11
C 0.55 1.38 -1.34
C -0.75 -0.55 -0.10
C -1.07 0.47 0.91
C 0.60 0.01 -0.55
H -0.31 1.39 -2.03
H -1.24 -2.39 1.11
H 1.41 1.42 -2.08
H 6.65 1.43 3.91
H 6.70 0.78 3.69
H 1.28 0.12 0.48
H -1.34 -0.09 2.03
H 0.36 2.41 -0.87
H -0.98 1.48 0.30
H -1.48 -2.63 -0.71
*
```

#two
Below is the molecule C5H10, with properties calculated with ωB97M-V/def2-TZVPD.

The calculation puts the HOMO-LUMO gap at 11.6525 eV. As for the SMILES: CC1CCC1. As for the HOMO energy: -10.39 eV.

The geometry in ORCA input format:
```
! wB97M-V def2-TZVPD RIJCOSX def2/J DEFGRID3
* xyz 0 1
C -0.65 -1.01 0.40
C -1.70 -0.08 -0.25
C 0.36 0.19 0.56
C -0.56 0.94 -0.47
C 1.92 0.04 0.26
H -0.12 0.76 -1.46
H -0.24 -1.67 -0.37
H -2.47 0.27 0.45
H 2.57 -0.22 1.13
H -0.98 -1.62 1.24
H 0.64 0.60 1.51
H -0.80 2.01 -0.39
H 2.35 1.00 -0.10
H -2.21 -0.45 -1.14
H 2.07 -0.73 -0.48
*
```

#three
Below is the molecule C5H10, with properties calculated with ωB97M-V/def2-TZVPD.

The calculation puts the HOMO-LUMO gap at 9.5595 eV. As for the SMILES: CC=C(C)C. As for the HOMO energy: -8.50 eV.

The geometry in ORCA input format:
```
! wB97M-V def2-TZVPD RIJCOSX def2/J DEFGRID3
* xyz 0 1
C 1.20 -0.80 0.61
C -0.76 0.15 -0.66
C -1.01 -1.12 -1.42
C 0.21 0.37 0.30
C 0.28 1.60 1.09
H -0.51 -1.30 -2.54
H 1.33 -1.52 -0.36
H 2.25 -0.42 1.07
H -2.11 -1.23 -1.46
H -0.69 1.80 1.50
H -1.54 0.96 -0.68
H -0.46 -2.02 -0.92
H 0.69 -1.53 1.36
H 0.53 2.49 0.49
H 0.97 1.60 1.98
*
```

Decreasing stability: #two, #three, #one

#one
Below is the molecule C5H10, with properties calculated with ωB97M-V/def2-TZVPD.

The calculation puts the HOMO-LUMO gap at 10.0225 eV. As for the SMILES: C/C=C/CC. As for the HOMO energy: -8.76 eV.

The geometry in ORCA input format:
```
! wB97M-V def2-TZVPD RIJCOSX def2/J DEFGRID3
* xyz 0 1
C -0.22 -0.16 0.02
C -0.04 -0.67 -1.20
C 0.41 -2.08 -1.50
C -0.17 1.54 1.88
C -0.12 1.32 0.36
H 0.92 -2.49 -0.63
H -0.37 2.60 2.06
H -0.45 -0.93 0.75
H 0.76 1.20 2.32
H 0.00 0.08 -1.96
H 1.07 -2.09 -2.36
H -0.99 0.93 2.23
H -0.48 -2.68 -1.67
H -1.03 1.78 -0.03
H 0.71 1.65 -0.26
*
```

#two
Below is the molecule C5H10, with properties calculated with ωB97M-V/def2-TZVPD.

The calculation puts the HOMO-LUMO gap at 12.3260 eV. As for the SMILES: C1CCCC1. As for the HOMO energy: -11.07 eV.

The geometry in ORCA input format:
```
! wB97M-V def2-TZVPD RIJCOSX def2/J DEFGRID3
* xyz 0 1
C 0.21 1.23 -0.37
C 0.51 -1.15 -0.02
C -0.83 -0.79 0.61
C 1.30 0.16 -0.08
C -1.17 0.56 -0.06
H 0.37 2.14 0.22
H 1.80 0.36 0.87
H -0.74 -0.67 1.70
H -1.85 1.16 0.55
H 0.26 1.54 -1.42
H -1.70 0.37 -1.01
H 0.30 -1.48 -1.05
H -1.55 -1.59 0.42
H 1.01 -1.98 0.50
H 2.08 0.13 -0.85
*
```

#three
Below is a cluster of 2 separate species, C5H10 in total, with properties calculated with ωB97M-V/def2-TZVPD.

The calculation puts the HOMO-LUMO gap at 10.5979 eV. As for the SMILES: C=CC.C=C. As for the HOMO energy: -9.33 eV.

The geometry in ORCA input format:
```
! wB97M-V def2-TZVPD RIJCOSX def2/J DEFGRID3
* xyz 0 1
C -0.58 -0.51 1.82
C 0.38 -1.35 1.47
C 1.33 0.06 -1.20
C 0.44 1.02 -0.99
C -1.05 0.82 -1.05
H 0.78 2.02 -0.76
H 1.01 -0.97 -1.42
H 2.40 0.24 -1.17
H -1.57 1.35 -0.24
H -1.32 -0.24 -1.00
H 0.17 -2.37 1.16
H -1.63 -0.80 1.84
H 1.42 -1.03 1.43
H -1.42 1.23 -2.00
H -0.36 0.52 2.10
*
```

#four
Below is the molecule C5H10, with properties calculated with ωB97M-V/def2-TZVPD.

The calculation puts the HOMO-LUMO gap at 12.3333 eV. As for the SMILES: C1CCCC1. As for the HOMO energy: -11.09 eV.

The geometry in ORCA input format:
```
! wB97M-V def2-TZVPD RIJCOSX def2/J DEFGRID3
* xyz 0 1
C -0.65 0.89 -0.77
C 0.70 -1.12 0.04
C 0.02 -0.44 -1.26
C 0.02 -0.41 1.23
C -0.20 1.00 0.72
H 0.78 -0.23 -2.02
H -0.83 1.55 1.42
H 1.77 -0.86 0.01
H 0.61 -0.21 2.13
H -1.75 0.86 -0.85
H -0.71 -1.11 -1.74
H -0.90 -0.94 1.53
H 0.67 -2.22 0.15
H 0.80 1.46 0.74
H -0.32 1.78 -1.32
*
```

Decreasing stability: #two, #four, #one, #three